# 1
A 3-piece molecular cluster, C20H44NO3P overall at a distorted geometry. Source: OMol25; level of theory: wB97M-V/def2-TZVPD.

```
69
Properties=species:S:1:pos:R:3:forces:R:3
H -0.75157 -4.04675 3.47822 0.01 -0.05 -0.05
C 0.17756 1.62476 2.06866 0.36 -0.14 0.07
C 1.43306 1.46659 1.54076 0.16 -0.10 0.28
H 3.08810 5.92892 -3.85236 0.06 0.03 -0.04
H -4.17040 -1.18444 1.91427 0.02 0.11 -0.20
P -2.05251 -1.52964 0.70399 -0.15 0.49 -0.06
H -3.63727 0.28447 3.52524 0.33 0.08 0.10
H -3.27894 0.03154 -4.29220 0.10 -0.17 -0.04
C -0.70723 -2.46197 -0.30245 0.05 -0.36 -0.22
C -0.70157 -0.99196 -2.16380 -0.10 0.73 0.49
H 4.74804 6.27105 -3.36886 0.01 -0.02 0.02
C 1.34614 1.75243 0.15409 0.86 -0.29 0.29
H 0.86066 -3.97885 1.95801 0.06 -0.03 -0.06
C 3.87082 5.66498 -3.13904 -0.17 0.01 -0.05
C -2.73380 1.88771 2.42439 -0.10 -0.54 0.03
H -1.16123 -0.41828 0.82792 0.01 -0.09 0.06
H 2.62965 2.06967 -5.12745 -0.06 -0.02 0.02
H -2.60274 -1.59735 -4.18115 0.28 0.09 -0.13
H -3.72569 2.35313 2.45823 0.12 -0.06 -0.14
C -1.92883 -0.19692 -2.61907 -0.42 -0.05 -0.92
C 1.94428 -4.18226 3.82922 0.10 0.00 -0.13
H -2.22712 3.30240 0.88552 -0.07 -0.16 0.12
H 0.05899 -6.60583 4.97307 -0.05 0.02 0.02
H -2.80895 -0.31775 -1.97986 0.34 -0.13 0.23
H 3.51126 5.92900 -2.14330 0.06 -0.02 0.01
H -1.33763 -6.44886 3.88982 0.00 0.02 0.02
H 2.28693 1.16824 2.13300 0.05 0.07 -0.25
H -2.05644 -2.47763 1.76640 0.19 0.14 0.02
C 2.16264 3.05109 -5.03080 0.14 0.07 -0.03
C -0.33346 -6.07924 4.10175 0.14 -0.02 -0.09
H 2.19170 -5.24052 3.68869 -0.03 -0.01 -0.05
C -2.89974 0.37852 2.71966 -0.50 -0.19 -0.38
C -2.09437 2.22920 1.08392 0.41 0.79 0.39
H -1.60250 -0.17506 -4.75705 -0.05 -0.47 -0.08
H -1.96207 -0.06903 3.08187 -0.07 0.19 0.00
C 1.97398 3.40906 -3.56609 -0.05 0.01 -0.11
O -0.98976 -2.30734 -1.69815 0.21 0.02 -0.09
C 0.04334 2.07385 -0.11073 1.21 -0.29 -0.54
H 4.57315 3.91432 -4.20527 -0.03 0.06 -0.03
H -0.33316 2.32545 -1.09168 -0.59 0.08 0.37
H -2.94752 -1.77823 -0.38699 0.09 -0.20 0.03
N -0.64390 1.97959 1.05104 -1.98 0.33 -0.36
H -0.21628 -0.43064 -1.35380 0.07 -0.07 -0.16
O 3.16411 3.33372 -2.80379 -0.02 -0.18 0.18
H 1.51549 4.39899 -3.46209 0.01 0.02 -0.06
H 5.04324 3.98504 -2.51904 -0.08 -0.11 0.05
C -0.36617 -4.58157 4.35478 -0.08 -0.06 -0.04
H -2.56616 1.72046 0.23714 0.11 -0.19 0.23
H -3.90788 0.13268 0.76067 0.08 -0.08 0.13
H 2.17699 1.69825 -0.53735 -0.22 0.16 -0.08
H 2.80190 3.77123 -5.54396 -0.06 0.03 -0.03
H -0.70123 -3.53848 -0.07321 -0.27 0.12 -0.24
H -1.05616 -4.37228 5.17327 0.10 0.08 0.05
C -2.36824 -0.53703 -4.06354 -0.22 0.58 0.53
H 0.31745 -2.11361 -0.08417 -0.25 0.18 0.08
C 1.68763 -3.50788 2.49272 -0.21 -0.01 0.00
C -3.41958 -0.47389 1.53695 0.08 -0.20 0.44
C 4.21979 4.18789 -3.20466 0.07 0.11 -0.04
H -1.69829 0.87877 -2.62164 0.17 -0.20 0.19
H 1.20018 3.03602 -5.54395 0.00 -0.01 0.02
H 0.00694 -1.00155 -3.00594 -0.07 -0.38 0.16
H 2.81316 -3.72108 4.30025 -0.09 0.01 0.13
H 1.28095 2.69680 -3.11415 0.11 -0.02 0.12
H -2.16666 2.33536 3.24873 -0.06 0.12 -0.22
O 0.87999 -4.04095 4.75277 0.02 0.09 0.19
H 0.30075 -6.33288 3.25067 -0.06 0.00 -0.04
H 1.42902 -2.45700 2.63897 0.06 0.01 0.00
H 2.57254 -3.56831 1.85814 0.00 0.01 0.02
H -0.15537 1.49388 3.08480 -0.11 0.05 -0.13
```
Forces are in eV/Å.

Results
SMILES string: CCCOC[PH3]CCCCn1cccc1.CCOCC.CCOCC
Kohn-Sham gap (eV): 8.6
LUMO level (eV): 0.82

=====

# 2
A 3-piece molecular cluster, C20H44O9S overall at a distorted geometry. Source: OMol25; level of theory: wB97M-V/def2-TZVPD.

```
74
Properties=species:S:1:pos:R:3:forces:R:3
C -9.25585 1.08814 -2.41291 -0.10 0.81 -4.36
H 3.53070 2.04362 2.51099 0.01 -0.08 0.07
H 1.46227 1.04332 0.99587 0.07 -0.20 0.16
C -5.53115 2.87548 -0.39220 0.74 0.15 0.33
H 5.46107 -2.32874 2.67920 0.08 -0.06 -0.02
H -3.02637 0.50866 -3.13508 -0.43 -0.77 1.42
H -4.58248 0.52033 -0.33555 -0.18 0.25 -1.76
H -4.80918 2.60913 -3.99096 -0.85 -0.13 1.36
O -9.29237 -0.28468 -1.96317 1.62 1.79 -0.40
O -7.10348 0.40792 -1.57224 0.18 -2.76 0.10
H 8.09269 0.51343 0.44148 -0.09 0.29 0.04
C 9.33444 -1.72560 -1.02804 -0.11 -0.08 0.31
H -3.75868 2.70534 -1.72178 -1.69 -0.70 0.02
H -2.42282 0.78327 -1.42615 -1.20 -0.97 -0.96
H -1.58908 1.19209 3.09022 0.06 0.12 -0.13
C 5.72362 -2.17205 -1.58496 -0.15 -0.02 -0.07
H -4.70607 2.93680 0.41825 -1.35 -0.06 -1.20
C 5.05437 -3.01144 -0.49819 0.60 0.09 0.04
H 4.50711 -3.73237 2.16148 -0.20 0.00 0.10
H 1.26818 -3.41288 2.38144 -0.15 -0.17 0.00
H 10.25473 -1.28476 -0.63518 0.13 0.03 -0.18
C 6.19049 -0.13028 -0.33171 -0.03 0.10 -0.02
C -5.51012 2.68100 -3.08950 -0.29 0.89 0.16
C 0.90216 -1.06006 0.89515 0.12 0.33 0.33
H 0.23956 2.87397 3.02302 0.05 0.00 -0.06
H 6.77665 -2.42892 -1.69998 0.01 -0.08 0.27
H -5.80585 -0.37111 -3.13421 -0.40 0.47 1.65
C 0.60606 0.42694 0.72064 -0.06 0.02 -0.12
C 0.71365 -2.54205 2.74209 0.29 0.17 0.05
H 9.15295 -1.37829 -2.05012 0.04 0.08 0.01
H -9.16540 1.97489 -1.69277 -0.14 -1.76 -0.33
H -6.35845 2.23046 0.05365 1.01 0.82 -0.89
C -8.09931 -0.53321 -1.13360 -1.10 2.53 0.11
H -5.90999 3.93809 -0.56204 0.45 -1.41 0.14
H 9.44470 -2.81096 -1.05853 0.01 0.06 0.11
H 0.19710 1.92189 4.52338 -0.26 0.09 0.02
H -7.78567 -1.62587 -1.17016 -0.59 1.52 0.05
H 2.92096 3.05005 3.83884 0.05 0.21 -0.05
H -9.22797 1.21616 0.38162 0.70 -1.22 -0.28
O 1.74379 1.44757 3.28657 -0.09 0.34 -0.39
O 8.24896 -1.42214 -0.17261 -0.06 0.10 -0.50
H -0.44227 -0.11701 3.18631 0.26 0.06 0.05
H -3.01297 -0.90659 -1.83402 -0.32 1.40 -0.63
O 5.74418 -2.89046 0.74079 -0.38 0.34 -0.04
H -5.79156 3.80168 -3.00446 0.46 -1.75 -0.18
H 0.01938 -1.63810 0.60006 -0.02 0.00 0.09
H -0.34347 -2.62559 2.47071 0.02 -0.05 -0.07
C -4.82817 2.26059 -1.70181 0.18 -0.03 0.05
C -0.57654 0.89348 2.80025 -0.13 0.14 0.03
H 5.85131 0.91040 -0.35771 0.06 -0.04 -0.16
C -5.86772 -0.22403 -1.98847 2.11 -0.03 -0.61
H 0.77725 -2.50586 3.83103 0.11 0.01 -0.06
C -4.64684 0.68005 -1.48184 0.64 -0.19 0.44
H 4.00573 -2.71260 -0.40416 -0.01 0.06 0.06
H 5.81389 -0.54230 0.60502 0.22 -0.15 0.02
O -9.32557 1.38193 -3.63423 -0.02 -1.70 5.04
H 1.73142 -1.34392 0.24329 0.01 0.06 -0.32
C 7.71645 -0.11656 -0.36735 -0.24 -0.39 0.15
S -8.59581 -0.00520 0.61436 0.00 -0.11 -0.10
H 8.04842 0.31178 -1.31958 0.00 -0.09 -0.02
H -6.47884 2.13402 -3.33996 1.33 0.59 0.47
H 2.20317 3.16811 2.20093 -0.03 0.05 0.03
O 1.29171 -1.35513 2.23252 -0.46 -0.08 -0.07
O -0.57928 0.89203 1.37130 0.27 -0.14 0.13
C -3.20421 0.19788 -2.04762 -0.12 0.83 0.83
H 5.09182 -4.06688 -0.78726 -0.15 -0.02 -0.24
H 5.24778 -2.42708 -2.53737 -0.11 0.11 0.09
C 0.39601 1.87775 3.44767 0.12 -0.56 -0.02
C 4.88434 -2.75260 1.85795 0.22 -0.13 -0.13
O 5.55999 -0.75899 -1.44885 0.17 -0.15 0.20
H -5.70196 -1.27514 -1.54309 -0.59 1.57 -0.43
H 4.04958 -2.07749 1.64610 -0.08 -0.03 0.02
H 0.44004 0.60693 -0.34645 -0.13 -0.09 0.07
C 2.63679 2.49178 2.94362 -0.06 -0.27 0.22
```
Forces are in eV/Å.

Results
SMILES string: CC(C)[C@H](C)CO[C@@H](S)OC=O.COCCOCCOC.COCCOCCOC
Kohn-Sham gap (eV): 9.6
LUMO level (eV): 0.54

=====

# 3
A 3-piece molecular cluster, C20H45BNO11P3 overall at a distorted geometry. Source: OMol25; level of theory: wB97M-V/def2-TZVPD.

```
81
Properties=species:S:1:pos:R:3:forces:R:3
H -7.93632 2.83551 -2.43780 -0.02 0.08 0.00
O -6.69025 1.24794 -5.51270 0.16 0.45 0.13
H 6.00042 2.64546 -2.56818 0.11 -0.15 0.38
O 4.33887 -2.15285 4.67736 0.08 -0.18 -0.53
H 2.13981 3.95820 0.49681 0.02 -0.11 0.02
H -9.25105 3.23096 -3.56123 0.07 0.13 -0.02
H -7.91254 -1.15313 -6.09656 -0.01 0.01 -0.05
H 4.98353 -4.17135 5.91392 -0.01 0.06 -0.07
H -7.62356 3.47491 -5.42389 0.12 -0.24 -0.02
C -0.74474 0.90699 -1.68400 0.15 -0.69 -0.85
C 5.19021 -4.94289 5.17588 -0.30 0.10 0.27
C 4.60826 -0.96911 -0.42212 -0.65 0.46 -0.67
H 0.26663 2.97153 1.31387 -0.18 0.02 0.03
H 1.97146 -6.16920 4.24330 -0.03 -0.02 0.06
C -6.86775 -1.01022 -6.37865 -0.13 -0.12 0.14
H 4.15713 0.61236 -1.89643 0.02 0.01 0.06
O -4.38128 0.68908 -5.19316 1.98 2.66 0.29
H -5.53354 2.80046 -1.25474 -0.04 -0.07 0.02
H -7.29739 4.56916 -4.10849 0.30 -0.04 0.05
C -4.58686 2.34191 -1.54357 -0.06 0.21 -0.16
O -5.77448 0.93510 -3.16880 0.43 0.59 -0.32
H 0.81346 -4.72443 5.97252 0.11 0.09 0.06
H -1.03053 0.28770 -2.53279 -0.19 0.07 0.08
O 5.37742 3.28027 -2.19424 -0.54 0.47 -0.54
C 5.14571 -4.41334 3.76153 0.87 -0.22 -0.12
H -6.65414 -1.63713 -7.24571 -0.02 0.02 -0.02
B 3.37780 1.27499 0.05539 0.26 0.01 -0.29
O 2.38065 -3.69951 5.19136 -0.20 0.02 -0.82
H -5.63952 0.58452 -7.18136 0.09 -0.04 0.16
O 3.85061 -3.97351 3.32035 -2.11 0.81 -2.01
H 5.56426 -0.57938 -0.07793 -0.01 -0.14 0.13
H 2.68858 0.66181 1.69725 0.25 -0.14 0.61
C -4.80129 0.95374 -2.11367 0.21 -0.04 0.28
H 0.22711 -6.00256 3.95643 -0.01 0.03 0.04
H -3.85872 0.53881 -2.47639 -0.03 -0.03 0.00
H 4.46006 -5.73928 5.32098 0.05 -0.06 -0.05
H 0.37146 -3.58974 4.69803 0.02 0.02 0.04
H 4.05290 -1.44229 0.38721 0.34 -0.11 0.14
O -5.93036 3.09543 -4.27840 2.65 0.07 -0.31
C 0.91649 2.23739 -0.60013 -0.18 0.32 -0.01
H -4.12340 3.00292 -2.28105 0.04 -0.01 0.05
P -5.38126 1.61134 -4.59894 -5.28 -3.53 0.11
O 5.41255 3.00707 -0.79345 0.68 -0.37 0.51
C 4.53797 -0.75263 4.87382 -0.05 0.21 0.26
C -0.00075 2.38944 0.43700 0.29 -0.35 -0.61
H 5.88214 -3.62763 3.60603 -0.17 0.17 0.09
P 2.98656 -2.76876 3.98120 3.46 0.27 6.71
C 4.41702 3.81280 -0.19329 -0.94 0.57 -0.01
H 4.05082 -0.17565 4.09036 -0.12 -0.07 0.02
H -6.26574 -1.36099 -5.54061 0.17 0.10 -0.08
N -1.63313 1.01454 -0.69792 0.47 0.34 -0.05
H 5.61050 -0.57221 4.77562 0.02 -0.16 -0.03
C 1.11368 -4.33431 5.00034 -0.23 -0.13 0.02
H -5.17604 0.29044 -1.33519 -0.10 -0.06 -0.12
C 3.71407 0.16023 -1.00318 0.27 -0.35 0.33
C -1.23681 1.76810 0.32185 -0.30 0.24 0.94
H 5.41814 -5.22190 3.08055 -0.30 0.04 -0.14
H 4.09260 0.76073 6.34726 0.04 0.00 -0.01
H 4.73046 -0.74931 7.01875 0.04 0.04 -0.02
H -7.36325 0.81879 -7.37904 -0.04 0.11 0.12
C 0.51950 1.47265 -1.69828 0.10 0.45 0.73
H 3.06974 -0.67895 6.47052 -0.06 0.06 -0.19
C 4.07778 -0.32605 6.25296 -0.01 -0.10 0.20
H 6.18676 -5.33753 5.38235 0.01 -0.04 -0.15
P 2.67680 3.03379 -0.45699 0.29 -0.02 -0.04
C -8.25987 2.78135 -3.47742 0.07 -0.36 0.14
C -6.60105 0.44830 -6.68971 -0.05 -0.32 -0.10
H 4.60331 3.79406 0.88576 0.26 -0.19 -0.09
H -8.35396 1.72912 -3.73638 0.06 0.01 -0.07
C -7.29921 3.51338 -4.38563 -0.62 0.52 -0.19
H 2.65424 3.38176 -1.82823 -0.01 -0.16 0.02
H 4.76126 -1.70009 -1.21763 0.23 -0.13 0.21
C 1.17668 -5.46735 3.99168 0.09 0.09 -0.15
O 3.52278 1.07841 1.42646 -0.63 -0.08 -0.56
H -1.94384 1.89528 1.14052 -0.08 -0.12 -0.13
H -3.93248 2.29969 -0.67563 0.01 -0.09 -0.02
H 1.38676 -5.09094 2.98716 -0.04 -0.03 0.00
H 2.79927 -0.32998 -1.36051 -0.13 0.27 0.05
O 2.13938 -1.54329 4.08270 -1.13 -0.93 -3.60
H 4.45136 4.86515 -0.50940 0.31 -0.11 -0.16
H 1.21015 1.34389 -2.52566 -0.21 -0.13 -0.14
```
Forces are in eV/Å.

Results
SMILES string: CCB(O)[PH2](COO)c1ccncc1.CCOP(=O)(OCC)OCC.CCOP(=O)(OCC)OCC
Kohn-Sham gap (eV): 7.4
LUMO level (eV): -0.35